No. 1
{"formula": "C15H12BrFNNaO3S2", "method": "the ωB97M-V functional and the def2-TZVPD basis", "elements": ["Na", "Br", "C", "C", "C", "C", "C", "C", "C", "O", "O", "H", "H", "H", "H", "F", "C", "S", "O", "C", "C", "C", "C", "C", "C", "H", "H", "H", "H", "H", "H", "H", "H", "S", "C", "N"], "xyz": [[0.63770, -2.02294, -1.51495], [5.66538, -2.20509, 2.53705], [3.96943, -1.32531, 2.66470], [3.76543, -0.63700, 3.85511], [2.57190, 0.02921, 4.07733], [1.57789, -0.01540, 3.10980], [1.79595, -0.72903, 1.94535], [2.99620, -1.39180, 1.67645], [3.14099, -2.10551, 0.31897], [4.27599, -2.23224, -0.14063], [2.04917, -2.50735, -0.17801], [4.55059, -0.62396, 4.59926], [2.42559, 0.58018, 4.99883], [0.63833, 0.50353, 3.24540], [1.01175, -0.77453, 1.20332], [-0.60859, -2.57331, -2.92747], [-3.64643, -1.95529, -0.92590], [-1.97836, -1.45318, -0.52821], [-1.99325, -1.14097, 0.94371], [-2.02853, 0.11570, -1.39957], [-2.24706, 1.26831, -0.66461], [-2.24004, 2.48904, -1.32292], [-2.02157, 2.53704, -2.69168], [-1.79712, 1.36881, -3.40948], [-1.78594, 0.13706, -2.76777], [-4.31242, -1.17075, -0.56687], [-3.83179, -2.89644, -0.41049], [-3.72785, -2.08721, -2.00347], [-2.34383, 1.20176, 0.41103], [-2.32765, 3.40976, -0.76168], [-1.96965, 3.49864, -3.18623], [-1.58013, 1.41962, -4.46982], [-1.53645, -0.79855, -3.26755], [0.94119, 2.75041, -0.33671], [0.22928, 4.17334, -0.87047], [-0.26608, 5.16346, -1.24180]], "charge": -2, "gap_ev": 5.928, "lumo_ev": 4.076}

No. 2
{"formula": "C11H16F6NO8S", "method": "the ωB97M-V functional and the def2-TZVPD basis", "elements": ["N", "C", "O", "C", "C", "S", "O", "O", "O", "H", "H", "H", "H", "H", "H", "C", "C", "O", "C", "O", "C", "F", "F", "F", "H", "H", "H", "H", "H", "C", "C", "O", "C", "O", "C", "F", "F", "F", "H", "H", "H", "H", "H"], "xyz": [[4.03715, -0.20625, 4.35249], [2.84600, 0.44766, 3.90884], [2.58531, 0.53554, 2.73324], [1.95039, 0.97418, 5.02413], [0.52115, 1.21896, 4.55659], [-0.37713, -0.34997, 4.71694], [-0.97245, -0.44330, 6.03571], [-1.34647, -0.36255, 3.63012], [0.57827, -1.40778, 4.45945], [4.07348, -0.13387, 5.36389], [3.88745, -1.19573, 4.17139], [2.39887, 1.89712, 5.41245], [1.93070, 0.24762, 5.83594], [0.52083, 1.46724, 3.49786], [0.02110, 2.00757, 5.11029], [-0.24295, 0.47616, -0.50402], [0.57381, 1.34019, -1.43548], [-0.14366, 2.53538, -1.82246], [-0.15370, 3.52685, -0.94739], [0.37157, 3.53477, 0.12246], [-0.92087, 4.72003, -1.53388], [-2.08100, 4.34555, -2.08659], [-0.19903, 5.32666, -2.49131], [-1.19612, 5.62977, -0.60387], [-1.20722, 0.24402, -0.95080], [0.27831, -0.45369, -0.28724], [-0.44108, 0.98405, 0.43930], [0.77371, 0.80204, -2.36147], [1.53683, 1.60397, -0.99862], [-1.42558, -4.80618, -3.25999], [-0.61401, -3.92799, -4.18819], [-1.33619, -2.73525, -4.54441], [-1.33399, -1.76829, -3.63359], [-0.79331, -1.81427, -2.57241], [-2.10290, -0.55130, -4.16677], [-3.26921, -0.90929, -4.71898], [-1.38728, 0.08053, -5.10865], [-2.36327, 0.31988, -3.20330], [-2.39571, -5.03439, -3.70347], [-0.89886, -5.73894, -3.06125], [-1.61316, -4.30790, -2.30978], [-0.42077, -4.45024, -5.12328], [0.35101, -3.66852, -3.75393]], "charge": -1, "gap_ev": 6.983, "lumo_ev": 2.225, "de_lowest_ev": 0.260}

No. 3
{"formula": "C4H13NOS", "method": "the ωB97M-V functional and the def2-TZVPD basis", "elements": ["C", "N", "C", "C", "S", "C", "H", "H", "H", "H", "H", "H", "H", "H", "H", "H", "H", "H", "H", "O"], "xyz": [[0.48561, -1.39696, -0.91663], [-0.39843, -0.56127, -0.10084], [0.23073, 0.28236, 0.91489], [-0.00090, -0.21142, 2.32463], [-1.80229, -0.04365, 2.73303], [1.11450, -0.54014, -2.07212], [1.29675, -1.63567, -0.21657], [0.00990, -2.36701, -1.02830], [-1.20320, -0.06601, -0.41607], [-0.01666, 1.35005, 0.78670], [1.30815, 0.31010, 0.68934], [0.19051, -1.27458, 2.43531], [0.59234, 0.32619, 3.06955], [-1.83362, 1.06271, 3.51891], [1.85720, 0.01940, -1.49607], [1.73473, -1.11530, -2.76922], [0.34645, 0.07420, -2.51622], [-0.76317, 2.00002, -2.23951], [-1.51646, 1.70295, -0.90069], [-1.63213, 2.08401, -1.80011]], "charge": -1, "gap_ev": [2.179, 8.564], "spin_multiplicity": 2, "lumo_ev": [3.253, 3.241], "de_lowest_ev": 1.286}

| no. | maximum force (eV Å⁻¹) |
| --- | --- |
| 1 | 0.99 |
| 2 | 2.37 |
| 3 | 2.12 |